Entry 1:
C51H44BF2N4O2PtS4 | ωB97M-V/def2-TZVPD

Geometry as XYZ:
```
109
Properties=species:S:1:pos:R:3:lowdin_charge:R:1
Pt -0.57325 0.31788 1.82337 0.766
C 3.75725 -7.98112 1.36207 -0.046
C 3.04785 -6.75702 0.88007 -0.269
C 2.52885 -6.66602 -0.40643 -0.022
C 1.82285 -5.54782 -0.80783 -0.052
C 1.64515 -4.50492 0.07927 -0.353
C 2.15805 -4.56862 1.36577 -0.081
C 2.86665 -5.68852 1.75457 -0.032
S 0.58275 -3.13332 -0.41453 0.995
O -0.18575 -3.62222 -1.56253 -0.446
C 1.86605 -2.03132 -1.10433 -0.267
C 3.06885 -1.81392 -0.42053 -0.060
C 3.99205 -0.94322 -0.92423 -0.003
C 3.76805 -0.27052 -2.14403 -0.157
C 4.73925 0.57578 -2.71793 -0.027
C 4.52085 1.17448 -3.92663 -0.069
C 3.30065 0.98738 -4.59353 -0.057
C 2.32905 0.18868 -4.05453 -0.003
C 2.54985 -0.48642 -2.83673 -0.110
C 1.58725 -1.37632 -2.27663 -0.164
C 0.34785 -1.62192 -3.02733 -0.184
C 0.41185 -2.35962 -4.23923 -0.116
C 1.58275 -3.03712 -4.63323 -0.002
C 1.61455 -3.76862 -5.79113 -0.059
C 0.47535 -3.85892 -6.60243 -0.067
C -0.68645 -3.23482 -6.22713 -0.022
C -0.75645 -2.48362 -5.03463 -0.146
C -1.94625 -1.85622 -4.60473 0.001
C -1.99975 -1.19962 -3.40023 -0.050
C -0.85305 -1.08692 -2.61463 -0.292
S -0.95235 -0.38182 -0.93563 0.967
O -2.35975 -0.00942 -0.74893 -0.493
C -0.08835 1.16958 -1.34493 -0.367
C -0.54435 2.00958 -2.34273 -0.051
C 0.06325 3.23948 -2.52813 -0.025
C 1.12585 3.64038 -1.72583 -0.264
C 1.73795 4.99688 -1.87983 -0.040
C 1.60135 2.76198 -0.75423 -0.017
C 0.99205 1.53598 -0.55693 -0.115
H 3.91735 -8.69832 0.56157 0.078
H 3.16445 -8.45892 2.14207 0.088
H 4.71625 -7.70902 1.80027 0.084
H 2.66035 -7.48672 -1.09343 0.115
H 1.37735 -5.47882 -1.78853 0.112
H 1.99825 -3.77922 2.08187 0.096
H 3.26395 -5.74682 2.75817 0.119
H 3.27035 -2.35562 0.48777 0.100
H 4.92875 -0.77952 -0.41273 0.118
H 5.66455 0.72518 -2.18183 0.113
H 5.28215 1.79488 -4.37573 0.106
H 3.13615 1.46898 -5.54483 0.107
H 1.38705 0.05648 -4.56563 0.123
H 2.45945 -2.97132 -4.00633 0.123
H 2.52085 -4.27802 -6.08413 0.107
H 0.52065 -4.43212 -7.51733 0.107
H -1.57265 -3.31862 -6.83913 0.113
H -2.83035 -1.92962 -5.22043 0.116
H -2.91085 -0.74632 -3.03813 0.108
H -1.38165 1.70738 -2.95303 0.121
H -0.29825 3.89958 -3.30293 0.117
H 1.34065 5.50698 -2.75303 0.078
H 2.81895 4.92458 -1.98003 0.086
H 1.52705 5.60148 -0.99713 0.086
H 2.44915 3.05368 -0.15053 0.122
H 1.38015 0.83758 0.18777 0.093
C 1.66895 0.93408 4.09597 -0.035
N 0.91245 1.73748 5.00697 -0.106
C 1.34165 2.82218 5.70837 -0.021
C 0.27255 3.28768 6.41017 -0.044
N -0.79865 2.50388 6.14507 -0.022
B -2.17225 2.71948 6.81897 -0.440
N -3.27125 2.20878 5.86627 -0.032
C -4.29105 1.40988 6.24467 -0.016
C -5.11995 1.21718 5.17797 0.012
N -4.59585 1.91538 4.13737 -0.093
C -5.14465 2.00128 2.81467 -0.011
C -3.45765 2.51698 4.56847 -0.711
S -2.48885 3.50768 3.59937 0.978
C -0.40585 1.55668 5.28437 -0.683
S -1.35395 0.30818 4.62097 0.815
H 2.68435 1.31638 4.02307 0.104
H 1.17935 0.96378 3.08897 0.037
H 1.68715 -0.10442 4.43607 0.098
H 2.34565 3.18258 5.65817 0.125
H 0.18565 4.11928 7.07477 0.128
H -2.31415 3.88798 6.98207 0.084
H -2.20315 2.08348 7.82287 0.086
H -4.35685 1.03968 7.24457 0.137
H -6.02325 0.64608 5.10577 0.138
H -6.20175 1.74518 2.85647 0.108
H -4.62055 1.32268 2.13767 0.099
H -5.03035 3.01668 2.43367 0.087
F 0.10725 -2.04482 3.60387 -0.066
C -0.07235 -1.62582 2.32237 -0.473
F 1.24015 -1.53342 1.82957 -0.138
H -0.56435 -2.44742 1.77887 0.075
C -1.60745 1.97658 1.53077 -0.237
C -2.32575 2.60958 0.75787 -0.122
C -3.13425 3.33958 -0.12073 -0.245
C -4.27515 2.71048 -0.64103 -0.010
C -5.10665 3.40218 -1.49613 -0.046
C -4.80845 4.71208 -1.85083 -0.036
C -3.66855 5.33238 -1.35493 -0.050
C -2.83165 4.65398 -0.49353 0.000
H -4.46755 1.67738 -0.39353 0.117
H -5.98605 2.91638 -1.89463 0.115
H -5.45875 5.25518 -2.51723 0.115
H -3.43405 6.34618 -1.64453 0.114
H -1.96255 5.13708 -0.07723 0.126
```

E_LUMO	-5.9	eV
HOMO	-9.8	eV
electronic energy	-116345.384	eV
energy relative to the best compared isomer or geometry (same formula, charge and spin)	6.0698	eV
multiplicity	1
net charge	+1
frontier orbital gap	3.894	eV

---

Entry 2:
C51H44BiCl2N5O7S2Te | ωB97M-V/def2-TZVPD

Geometry as XYZ:
```
113
Properties=species:S:1:pos:R:3:lowdin_charge:R:1
Bi -0.11120 1.20759 0.33321 2.057
C 1.74303 -0.51321 -6.56565 -0.041
C 1.63071 -0.35724 -5.06965 -0.248
C 2.39790 -1.10289 -4.18994 0.037
C 2.27796 -0.99527 -2.80424 -0.060
C 3.19694 -1.89912 -2.03352 -0.294
O 4.29701 -2.15648 -2.47661 0.075
C 2.75205 -2.60771 -0.78996 -0.151
C 1.44828 -3.06973 -0.65336 -0.025
C 1.10712 -3.88931 0.41347 -0.069
C 2.06022 -4.22842 1.36550 -0.072
C 3.36347 -3.75880 1.23863 -0.079
C 3.71118 -2.96632 0.15381 -0.032
C 1.39109 -0.05362 -2.23835 -0.290
O 1.34999 0.11719 -0.91143 -0.311
C 0.62095 0.71135 -3.12703 -0.131
C 0.73563 0.53718 -4.50415 0.015
C -0.35422 1.75637 -2.68095 -0.281
N -0.04936 2.82782 -2.06385 0.053
C 1.34148 3.13000 -1.73572 -0.366
C 2.05694 3.76332 -2.92027 -0.489
Te 4.00963 4.41853 -2.32313 1.271
C 4.56215 2.49696 -1.63901 -0.570
C 4.97050 1.52514 -2.55116 -0.125
C 5.38930 0.27994 -2.10058 -0.080
C 5.40477 0.00310 -0.73870 -0.074
C 4.96505 0.95517 0.17020 -0.074
C 4.54388 2.20304 -0.27792 -0.146
C -1.79846 1.51268 -3.00933 -0.171
C -2.70744 2.57286 -3.00785 -0.041
C -4.03284 2.36052 -3.34846 -0.078
C -4.47683 1.08312 -3.67524 -0.071
C -3.58994 0.01736 -3.65016 -0.060
C -2.25714 0.23259 -3.32727 -0.032
H 2.51047 -1.24123 -6.82428 0.077
H 1.99911 0.43564 -7.04075 0.082
H 0.79744 -0.85021 -6.99433 0.083
H 3.11471 -1.82083 -4.57161 0.129
H 0.70673 -2.81464 -1.40356 0.123
H 0.10288 -4.28607 0.48875 0.105
H 1.79425 -4.87936 2.19000 0.107
H 4.11642 -4.03861 1.96721 0.107
H 4.73249 -2.63566 0.00959 0.101
H 0.10800 1.14597 -5.15014 0.141
H 1.91193 2.24231 -1.42833 0.071
H 1.32289 3.83112 -0.90173 0.086
H 1.52328 4.64103 -3.28871 0.052
H 2.16354 3.04453 -3.73255 0.045
H 4.96723 1.74378 -3.61248 0.098
H 5.70396 -0.47634 -2.80819 0.108
H 5.76729 -0.95819 -0.39456 0.096
H 4.95839 0.73411 1.23179 0.082
H 4.21012 2.95007 0.43454 0.088
H -2.34770 3.56021 -2.75031 0.110
H -4.72372 3.19438 -3.36452 0.106
H -5.50875 0.91994 -3.95950 0.109
H -3.93461 -0.98213 -3.88431 0.113
H -1.56867 -0.60430 -3.31952 0.116
Cl 0.79143 5.83078 2.62171 0.732
C 1.62191 4.35350 2.94303 -0.576
C 2.62544 4.32439 3.92796 -0.106
C 3.32206 3.17985 4.18112 -0.604
Cl 4.54512 3.17047 5.40983 0.716
C 3.05408 2.00302 3.44425 -0.165
C 3.75190 0.78555 3.57722 0.002
C 3.41880 -0.28707 2.79567 -0.036
C 2.35766 -0.17964 1.88929 -0.105
N 1.67717 0.94509 1.76234 -0.017
C 2.01937 2.04843 2.48865 -0.151
C 1.27493 3.23127 2.21425 -0.411
O 0.33022 3.20865 1.30462 -0.297
H 2.84347 5.22594 4.48368 0.113
H 4.56061 0.71891 4.29331 0.105
H 3.95613 -1.22120 2.86751 0.114
H 2.05786 -1.00789 1.25540 0.102
O -5.77604 -7.42042 0.38506 -0.352
S -6.05125 -6.05542 0.77630 0.385
O -5.88765 -5.07243 -0.27642 -0.375
O -7.21254 -5.86194 1.62209 -0.353
C -4.68437 -5.68504 1.93077 -0.318
N -4.40568 -6.58736 2.88868 0.135
C -3.41862 -6.29121 3.71722 -0.111
C -2.62878 -5.15309 3.57109 -0.003
C -2.98893 -4.30244 2.54569 -0.245
N -4.03399 -4.53776 1.76310 0.156
C -2.23455 -3.07966 2.18271 -0.118
C -1.42118 -2.37923 3.06645 0.016
C -0.74655 -1.26319 2.61898 -0.114
N -0.83030 -0.84105 1.35300 -0.104
C -1.63475 -1.49880 0.50286 -0.138
C -2.35425 -2.60604 0.87709 0.030
H -3.23106 -6.99925 4.51918 0.111
H -1.76543 -4.97536 4.20191 0.102
H -1.33012 -2.67799 4.10232 0.119
H -0.11848 -0.68035 3.28287 0.114
H -1.69728 -1.10302 -0.50979 0.105
H -3.02399 -3.11278 0.19132 0.133
C -5.56146 1.96046 1.99404 -0.120
C -5.02039 2.64052 0.74840 -0.386
S -3.22857 2.82410 0.70060 0.924
O -2.69352 1.41031 0.89844 -0.673
C -2.94102 3.72466 2.27053 -0.365
C -2.56355 2.81147 3.42696 -0.120
H -6.63523 1.80711 1.88199 0.086
H -5.40564 2.56063 2.89095 0.067
H -5.09519 0.98414 2.13027 0.081
H -5.42356 3.64490 0.59345 0.095
H -5.22106 2.04189 -0.14313 0.085
H -3.83751 4.31345 2.47371 0.090
H -2.11846 4.40251 2.04142 0.060
H -3.35244 2.10481 3.67680 0.067
H -2.34130 3.41769 4.30629 0.087
H -1.67096 2.23592 3.18307 0.051
```

E_LUMO	-1.8	eV
HOMO	-7.3	eV
electronic energy	-135231.887	eV
energy relative to the best compared isomer or geometry (same formula, charge and spin)	0.9090	eV
multiplicity	1
net charge	0
frontier orbital gap	5.485	eV